1.
Computed, not measured: a cluster of 3 separate species, C22H51FN3O5P in total, with ωB97M-V/def2-TZVPD.

```
83
Properties=species:S:1:pos:R:3:forces:R:3:lowdin_charge:R:1
C -3.466927 0.294148 0.391598 0.22 -0.12 -0.91 -0.1551
C -2.932508 0.423462 -1.056674 0.89 -0.10 0.38 -0.4214
P -2.369441 -1.233119 -1.644292 -1.16 -1.16 -0.21 1.0469
C -1.923381 -1.034837 -3.421036 0.78 0.83 0.37 -0.4123
C -1.195521 0.257771 -3.831456 -0.72 -0.25 -0.19 -0.1428
C -0.786783 -1.519511 -0.681330 0.26 0.77 -0.60 -0.5059
O 0.368525 -1.337024 -1.572794 -0.36 0.04 -0.18 -0.1324
N 1.242402 -0.376501 -0.987498 0.07 0.25 0.60 -0.0098
O 1.208210 0.645869 -1.543449 0.20 -0.24 -0.23 0.0958
O -0.815723 -2.759518 -0.116223 0.11 -0.33 0.24 -0.0936
C -0.027284 -2.949661 1.061514 0.41 -0.68 0.16 -0.3058
C -0.756953 -3.925513 1.988247 -0.15 0.71 0.01 -0.1090
C -1.595671 -3.166771 2.993727 0.47 -0.03 -0.09 -0.1930
F -2.574369 -2.429667 2.330591 -0.07 -0.15 0.25 -0.0469
C 1.411278 -3.451553 0.772775 -0.58 0.58 0.05 -0.1461
N 2.350616 -2.905584 1.766570 0.22 -0.56 -0.53 -0.0445
C 3.521728 -2.181764 1.242777 0.22 0.23 0.72 -0.1936
C 3.661553 -0.704107 1.720404 -0.61 -0.59 -0.66 -0.1799
C 2.590774 -0.224331 2.684877 0.45 0.55 0.53 -0.2174
C 2.902984 -0.380730 4.172006 -0.17 0.22 0.17 -0.2008
C 4.300774 0.034546 4.596804 0.03 0.13 -0.16 -0.2956
N 4.714759 1.386740 4.171290 0.13 -0.26 -0.17 0.0041
H -2.728537 0.702010 1.066396 -0.02 0.11 0.41 0.0632
H -3.610737 -0.754867 0.620774 -0.16 -0.17 0.30 0.0331
H -4.413172 0.807919 0.495798 -0.12 0.17 0.21 0.0636
H -2.095374 1.119641 -1.060809 0.01 0.26 -0.13 0.0613
H -3.664621 0.810631 -1.755439 -0.22 -0.10 -0.15 0.0738
H -2.855657 -1.114224 -3.970295 -0.28 -0.09 0.06 0.0593
H -1.309914 -1.878647 -3.718248 -0.04 -0.35 0.07 0.0690
H -0.123949 0.150498 -3.775622 0.21 0.05 -0.05 0.0492
H -1.498718 1.101054 -3.223570 0.04 0.19 0.21 0.0493
H -1.519125 0.501438 -4.838502 0.34 0.14 -0.33 0.0513
H -0.722344 -0.719117 0.059903 0.06 -0.02 0.37 0.1159
H 0.088187 -2.023554 1.618767 -0.06 0.48 -0.23 0.1214
H -1.366379 -4.610782 1.408419 -0.03 -0.20 -0.12 0.1302
H 0.001010 -4.475119 2.536766 0.02 -0.27 0.21 0.1153
H -2.034369 -3.809240 3.754415 -0.41 -0.07 -0.14 0.1151
H -0.944107 -2.460438 3.507781 -0.05 0.20 0.11 0.1158
H 1.648494 -3.170492 -0.246986 0.33 0.16 -0.14 0.1052
H 1.411160 -4.535920 0.819354 0.02 -0.26 -0.13 0.1167
H 2.713794 -3.693283 2.282897 -0.09 0.11 0.17 0.1023
H 4.407156 -2.713917 1.582308 0.18 -0.12 0.00 0.1043
H 3.570566 -2.197891 0.160194 -0.25 -0.12 -0.28 0.0990
H 4.667582 -0.567250 2.099049 0.11 0.13 0.25 0.0868
H 3.591821 -0.076038 0.840769 0.04 0.17 -0.28 0.0880
H 1.628537 -0.682154 2.500104 -0.12 -0.18 -0.25 0.0819
H 2.450757 0.840022 2.502162 -0.11 0.20 -0.06 0.0955
H 2.176741 0.214322 4.724435 -0.16 0.14 0.08 0.0971
H 2.743038 -1.401380 4.509070 0.04 -0.30 -0.06 0.1053
H 4.363368 0.002757 5.679737 -0.03 -0.13 0.26 0.0964
H 5.004544 -0.711060 4.224694 0.15 -0.08 -0.03 0.0959
H 5.642752 1.296047 3.775510 0.05 0.32 0.09 0.0596
H 4.144727 1.741766 3.412660 -0.13 -0.13 0.06 0.0492
C -2.990018 2.030388 -9.978869 -0.05 -0.13 0.03 -0.0808
C -1.734673 2.074801 -9.124280 0.01 0.06 -0.10 -0.2829
O -1.818328 1.305345 -7.939172 0.00 0.05 0.15 -0.1638
C -2.026581 -0.083507 -8.114570 0.01 -0.13 0.00 -0.2828
C -0.920456 -0.780425 -8.888641 0.04 0.12 -0.10 -0.0781
H -3.863746 2.309754 -9.388645 0.01 0.04 0.01 0.0813
H -2.899331 2.722323 -10.816679 0.02 0.02 0.01 0.0759
H -3.170407 1.035356 -10.388441 0.03 0.02 -0.05 0.0654
H -1.559051 3.098435 -8.793115 0.01 -0.03 0.09 0.1177
H -0.857287 1.780706 -9.711431 -0.03 -0.03 -0.03 0.1071
H -3.001626 -0.270453 -8.578659 0.02 -0.01 -0.05 0.1084
H -2.073528 -0.500151 -7.107578 -0.02 0.09 0.04 0.1054
H -0.874451 -0.443652 -9.925413 -0.03 -0.05 -0.02 0.0654
H -1.087306 -1.857884 -8.896074 -0.01 0.00 0.02 0.0766
H 0.049538 -0.579006 -8.432104 -0.01 -0.03 0.04 0.0824
C -1.953989 3.324725 6.499520 0.06 0.12 -0.06 -0.0803
C -0.937857 2.214740 6.292168 -0.05 0.02 0.12 -0.2843
O -0.206068 2.325793 5.086805 -0.06 -0.22 -0.18 -0.1691
C 0.583420 3.489176 4.935084 0.10 0.13 0.00 -0.2840
C 1.666437 3.633599 5.987662 -0.03 -0.07 0.15 -0.0760
H -2.619954 3.398274 5.638721 -0.02 -0.04 0.01 0.0813
H -2.553416 3.125021 7.388264 0.00 -0.02 0.00 0.0759
H -1.475339 4.296068 6.633157 0.00 -0.01 0.05 0.0659
H -1.456482 1.257677 6.229595 0.04 -0.02 -0.08 0.1169
H -0.257988 2.148106 7.149299 0.00 0.05 0.01 0.1078
H -0.049012 4.383980 4.898360 0.00 0.00 0.05 0.1075
H 1.049215 3.395328 3.953083 -0.06 -0.06 -0.02 0.1139
H 1.253570 3.795560 6.984905 -0.02 0.06 -0.02 0.0669
H 2.308404 4.482807 5.752557 0.02 -0.01 -0.02 0.0784
H 2.280034 2.732038 6.023573 0.06 0.04 -0.05 0.0711
```
Forces are in eV/Å.

Values from the calculation:
SMILES string = CCP(CC)[C@H](ON=O)O[C@@H](CCF)CNCCCCCN.CCOCC.CCOCC
HOMO = -7.94 eV
charge = 0

=====

2.
Computed, not measured: a structure of composition C22H51MgN2O11S4, with ωB97M-V/def2-TZVPD.

```
91
Properties=species:S:1:pos:R:3:forces:R:3:lowdin_charge:R:1
Mg 0.074589 2.550901 2.222381 -0.56 0.15 -1.59 0.4690
N 0.243894 0.538902 -0.304045 -2.44 -0.14 0.47 -0.5888
O 0.019489 1.460367 0.499607 0.24 0.36 0.10 -0.0637
O -0.545949 -0.395699 -0.381427 -1.26 -1.49 0.69 -0.0157
O 1.137651 0.578237 -1.092429 3.49 0.77 -1.85 0.0140
C 2.388547 -2.856400 0.346884 0.44 -0.29 -0.47 -0.0689
C 2.658634 -3.853635 -0.721679 1.07 -2.49 -2.24 -0.2385
N 2.873971 -4.663569 -1.563467 -1.00 3.17 2.95 0.1343
H 1.511789 -3.191764 0.900887 -0.12 0.38 -0.18 0.0585
H 2.325748 -1.874330 -0.121842 -0.68 0.01 -0.03 0.0561
H 3.202791 -2.715812 1.057760 0.29 -0.63 -0.18 0.0835
C -3.974754 1.937822 1.276316 -0.70 -0.27 -0.17 -0.2348
S -3.174389 3.122421 2.368406 0.20 -1.15 0.51 0.9598
O -1.695898 3.043090 1.985197 -2.86 1.40 -0.03 -0.5633
C -4.015140 4.612580 1.767719 0.41 -0.05 0.12 -0.2129
H -5.038523 1.859408 1.500725 -0.29 0.97 -0.11 0.0723
H -3.778168 0.876175 1.425888 1.24 0.19 0.18 0.0552
H -3.785777 2.235801 0.245009 -0.08 -0.13 0.03 0.0653
H -5.085353 4.503103 1.943101 -0.04 -0.60 -0.25 0.0703
H -3.779182 4.782519 0.717224 -0.04 0.21 0.14 0.0732
H -3.780034 5.439400 2.437934 0.62 0.03 -0.29 0.0627
C 2.677999 3.823321 -0.386956 0.45 -1.15 -0.10 -0.2607
S 1.538898 5.016081 0.347119 0.68 -1.20 1.70 1.0144
O 0.570106 4.137514 1.172608 1.05 2.33 -1.27 -0.5910
C 2.847239 5.671548 1.518712 -0.70 0.54 -0.08 -0.2069
H 3.221793 3.340751 0.425155 -0.32 -0.06 0.15 0.0329
H 3.475120 4.128961 -1.064657 -0.40 0.99 -0.07 0.0728
H 2.118237 3.051056 -0.914556 -0.34 0.08 0.17 0.0405
H 3.183058 4.976562 2.288325 -0.36 -0.43 -0.33 0.0495
H 2.433474 6.543169 2.025847 -0.13 -0.03 -0.08 0.0521
H 3.718735 6.011510 0.959227 -0.17 -0.10 -0.31 0.0637
C 2.644344 1.338584 4.643040 1.11 -0.31 0.21 -0.2266
S 3.115164 1.776228 2.963031 -1.57 -1.78 0.02 0.9931
O 1.863614 2.304087 2.325112 2.29 0.65 0.41 -0.6050
C 3.082236 0.056244 2.278376 1.10 0.63 0.05 -0.1896
H 1.876743 0.565789 4.684100 0.11 0.15 -0.16 0.0313
H 2.433253 2.159018 5.328919 -0.14 0.31 -0.54 0.0767
H 3.611696 0.955812 4.968326 -0.05 -0.46 0.50 0.0599
H 3.379831 0.160635 1.234994 0.12 0.08 -0.04 0.0408
H 2.102259 -0.420826 2.290293 -0.10 0.43 0.50 0.0522
H 3.855110 -0.514443 2.793228 -0.11 -0.19 -0.01 0.0712
C -1.008922 -1.562809 2.701810 -0.46 0.22 -0.21 -0.2208
S -0.717394 -0.273125 3.983180 -0.11 0.46 -0.62 0.9756
O -0.378994 0.995982 3.177007 -0.96 -2.38 2.01 -0.5861
C -2.426243 -0.086573 4.681426 0.43 0.29 -0.61 -0.1914
H -0.116374 -1.765899 2.110029 0.36 0.37 0.45 0.0273
H -1.731541 -1.231483 1.956053 -0.15 0.37 0.20 0.0537
H -1.353876 -2.511336 3.113392 0.03 0.19 0.49 0.0699
H -3.094255 0.022033 3.826990 -0.18 -0.34 0.17 0.0457
H -2.533326 0.806291 5.297410 0.63 0.22 -0.20 0.0651
H -2.654428 -0.902599 5.367100 0.08 -0.37 -0.49 0.0683
C 0.756321 -1.265084 -4.045052 -0.42 0.81 -0.49 0.0726
C 0.021104 -2.459348 -4.635654 -0.32 -0.23 0.80 -0.2825
O -1.073168 -2.349981 -5.145894 0.98 0.00 0.39 0.3849
C 0.723862 -3.790099 -4.547931 0.65 -0.63 -0.44 0.0727
H 0.971584 -1.319317 -2.977901 -0.37 -0.57 0.21 0.1017
H 0.177179 -0.360628 -4.231190 0.23 -0.02 -0.04 0.1117
H 1.721492 -1.267883 -4.551547 -0.06 0.13 -0.22 0.0991
H 0.540067 -4.370061 -5.452345 -0.16 -0.04 0.14 0.1215
H 0.431723 -4.352953 -3.661399 -0.66 0.14 0.12 0.1138
H 1.794081 -3.633411 -4.413086 -0.04 0.30 -0.16 0.1019
C -0.874243 -3.990003 -0.276852 0.83 0.60 -0.45 -0.0261
C -2.182958 -4.194976 -1.003524 0.33 0.34 0.60 -0.5028
O -2.194797 -4.453770 -2.189093 0.22 0.13 0.24 0.0584
C -3.431928 -4.016588 -0.199668 0.26 -0.05 -1.03 -0.0069
H -0.225157 -4.861323 -0.363978 -0.03 -0.01 0.00 0.0940
H -0.854780 -3.592224 0.737795 -0.75 -0.56 0.22 0.0534
H -0.406266 -3.157056 -0.801544 0.31 -0.03 -0.41 0.0626
H -3.483896 -3.030845 0.262633 0.06 0.05 -0.03 0.0720
H -3.396636 -4.764106 0.592831 -0.51 -0.13 -0.07 0.0999
H -4.189689 -4.114148 -0.977095 -0.66 -0.22 0.78 0.0971
C 4.648981 -1.321456 -3.173932 -1.15 -1.00 -0.02 -0.0095
C 4.562920 -0.436202 -1.937383 2.20 -1.22 -1.33 -0.4822
O 4.885915 -0.896966 -0.858153 -1.06 0.49 -0.06 0.0637
C 4.443881 1.015629 -2.206097 -0.85 1.04 1.20 -0.0198
H 3.744484 -1.267145 -3.779754 -0.14 0.54 -0.16 0.0455
H 4.664104 -2.379277 -2.911472 0.45 0.05 0.31 0.0754
H 5.472466 -1.104206 -3.854208 0.13 0.29 0.33 0.0987
H 4.715645 1.444675 -1.241644 0.27 0.59 -0.23 0.0831
H 3.416220 1.337498 -2.374635 -0.30 -0.31 -0.06 0.0708
H 5.003137 1.431122 -3.044362 0.34 -0.45 0.14 0.1008
C -5.502863 1.001320 -1.964370 0.30 1.33 -1.02 -0.0280
C -4.871399 -0.261917 -1.536445 0.09 -1.01 1.41 -0.4928
O -5.406658 -0.945721 -0.681663 0.44 0.07 -0.33 0.0551
C -3.499378 -0.662058 -2.100870 -1.15 0.52 0.09 -0.0070
H -4.738658 1.603536 -2.455715 -0.14 0.21 -0.22 0.0753
H -5.916140 1.623470 -1.170504 -0.07 -0.48 0.26 0.0828
H -6.299121 0.843503 -2.691809 -0.03 -0.20 0.00 0.1015
H -2.967325 0.238079 -2.408731 0.30 -0.16 0.18 0.0724
H -3.705268 -1.239108 -3.002385 0.18 -0.29 -0.01 0.0913
H -2.992327 -1.242568 -1.330161 0.17 0.06 -0.36 0.0578
```
Forces are in eV/Å.

Values from the calculation:
spin multiplicity = 2
HOMO (alpha / beta) = -13.59 / -13.59 eV
charge = +2
⟨S²⟩ = 0.757

=====

> Among the records above, which one has the highest charge?

C22H51MgN2O11S4

=====

> Among the records above, which one has the lowest charge?

C22H51FN3O5P

=====

> The lowest charge belongs to which entry?

C22H51FN3O5P